Entry from the OMol25 dataset: a structure of composition C40H34CuN8O3 at a distorted geometry (ωB97M-V with the def2-TZVPD basis set).

The geometry in ORCA input format:
```
! wB97M-V def2-TZVPD RIJCOSX def2/J DEFGRID3
* xyz -1 1
Cu 0.226 0.842 0.884
C -1.757 4.445 -0.727
C -1.995 5.282 0.358
C -1.738 4.794 1.629
C -1.257 3.466 1.816
N -1.004 2.681 0.696
C -1.271 3.170 -0.532
N -1.216 2.981 3.073
C -0.666 1.881 3.494
N 0.153 1.005 2.813
C 0.828 0.295 3.801
N 1.942 -0.369 3.725
C 2.612 -0.724 2.583
C 4.038 -0.905 2.708
C 4.797 -1.113 1.579
C 4.124 -1.251 0.357
C 2.729 -1.196 0.326
N 1.981 -0.898 1.383
C 0.186 0.511 5.087
C 0.324 -0.120 6.303
C -0.544 0.261 7.317
C -1.414 1.327 7.158
C -1.520 2.005 5.936
C -0.767 1.499 4.879
H -1.896 4.816 -1.742
H -2.447 6.261 0.171
H -1.862 5.382 2.524
H -1.080 2.528 -1.405
H 4.455 -0.755 3.728
H 5.893 -1.155 1.636
H 4.680 -1.339 -0.573
H 2.206 -1.413 -0.629
H 1.078 -0.895 6.467
H -0.576 -0.259 8.287
H -2.026 1.645 8.007
H -2.203 2.850 5.826
C 2.511 -2.767 -3.459
O 1.185 -2.517 -2.990
C 0.184 -2.613 -3.888
C 0.327 -3.229 -5.126
C -0.754 -3.517 -5.934
C -2.013 -3.042 -5.613
C -2.174 -2.301 -4.436
C -1.108 -2.119 -3.537
N -1.378 -1.659 -2.214
C -0.719 -0.717 -1.467
N -0.101 0.277 -2.236
C 0.996 1.093 -1.858
C 1.325 1.469 -0.571
C 2.423 2.275 -0.377
C 3.239 2.683 -1.434
C 2.924 2.319 -2.773
C 1.740 1.581 -3.008
O 1.267 1.188 -4.210
C 1.237 2.168 -5.256
N -0.761 -0.671 -0.139
C -1.474 -1.693 0.515
C -0.873 -2.945 0.746
C -1.599 -4.087 1.043
C -2.968 -3.945 1.305
C -3.543 -2.684 1.378
C -2.846 -1.531 0.970
O -3.473 -0.328 0.853
C -3.627 0.542 1.986
H 3.155 -2.480 -2.615
H 2.796 -2.137 -4.292
H 2.661 -3.857 -3.617
H 1.329 -3.570 -5.401
H -0.599 -4.124 -6.834
H -2.868 -3.285 -6.247
H -3.109 -1.804 -4.215
H -2.068 -2.233 -1.687
H -0.206 0.157 -3.262
H 2.660 2.601 0.647
H 4.096 3.309 -1.181
H 3.594 2.684 -3.570
H 2.247 2.517 -5.480
H 0.585 2.978 -4.984
H 0.857 1.639 -6.164
H 0.202 -3.052 0.512
H -1.082 -5.048 1.131
H -3.608 -4.836 1.520
H -4.555 -2.582 1.779
H -4.587 1.073 1.848
H -2.815 1.295 1.993
H -3.647 -0.013 2.906
*
```

- LUMO (eV) = 2.40
- orbital gap (eV) = 4.75
- relative energy (zero: lowest compared OMol25 entry of this formula, charge and spin) (kcal per mole) = 0.0

Here are the Löwdin charges for atoms 1 to 2, given in e: 0.236 -0.105

***

Entry from the OMol25 dataset: a cluster of 2 separate species, C26H23FO4 in total at a distorted geometry (ωB97M-V with the def2-TZVPD basis set).

The geometry in ORCA input format:
```
! wB97M-V def2-TZVPD RIJCOSX def2/J DEFGRID3
* xyz 0 1
C -1.642 -0.395 -5.009
C -0.883 0.491 -4.069
O -1.325 0.160 -2.727
C -0.669 0.851 -1.769
C -1.169 0.505 -0.407
F -2.409 -0.037 -0.472
C -1.147 1.591 0.599
O -0.313 2.482 0.640
O -2.190 1.492 1.451
C -2.313 2.628 2.354
C -3.540 2.385 3.195
O 0.218 1.639 -2.013
H -1.373 -0.139 -6.034
H -1.398 -1.448 -4.849
H -2.721 -0.261 -4.891
H 0.201 0.332 -4.142
H -1.119 1.547 -4.250
H -1.405 2.712 2.971
H -2.445 3.543 1.756
H -3.662 3.214 3.897
H -4.441 2.319 2.572
H -3.449 1.464 3.781
C 0.782 -0.600 0.227
C 0.684 -1.567 -0.867
C -0.539 -2.205 -1.097
C -0.674 -3.190 -2.072
C 0.410 -3.503 -2.895
C 1.635 -2.854 -2.710
C 1.781 -1.915 -1.683
C 1.836 0.398 0.317
C 2.009 0.757 1.698
C 2.994 1.644 2.099
C 3.839 2.192 1.132
C 3.689 1.834 -0.223
C 2.697 0.930 -0.622
C 1.088 -0.043 2.496
C 0.379 -0.913 1.603
C -0.384 -1.940 2.129
C -0.560 -2.029 3.520
C 0.093 -1.126 4.389
C 0.933 -0.135 3.871
H -1.387 -1.926 -0.483
H -1.639 -3.692 -2.180
H 0.299 -4.278 -3.657
H 2.477 -3.074 -3.370
H 2.751 -1.448 -1.518
H 3.088 1.893 3.158
H 4.634 2.888 1.416
H 4.338 2.277 -0.983
H 2.570 0.675 -1.673
H -0.860 -2.670 1.470
H -1.213 -2.797 3.943
H -0.038 -1.220 5.470
H 1.482 0.562 4.512
*
```

- LUMO (eV) = -1.27
- orbital gap (eV) = 6.83
- relative energy (zero: lowest compared OMol25 entry of this formula, charge and spin) (kcal per mole) = 0.0

Here are the Löwdin charges for atoms 1 to 2, given in e: -0.069 -0.209

***

Entry from the OMol25 dataset: the molecule C5H12N4 at a distorted geometry (ωB97M-V with the def2-TZVPD basis set).

The geometry in ORCA input format:
```
! wB97M-V def2-TZVPD RIJCOSX def2/J DEFGRID3
* xyz 0 1
H 1.735 1.779 -2.135
N 0.838 1.315 -2.015
C 0.632 0.834 -0.848
C 1.756 0.807 0.245
N 2.406 -0.503 0.257
C -0.632 0.217 -0.562
N -1.674 0.541 -1.471
C -0.948 -0.442 0.600
C -2.396 -0.573 0.980
N -0.081 -1.146 1.392
H 2.460 1.610 -0.028
H 1.370 1.022 1.244
H 3.239 -0.484 0.837
H 2.676 -0.771 -0.684
H -1.270 1.017 -2.270
H -2.209 -0.267 -1.765
H -2.498 -0.778 2.044
H -2.857 -1.396 0.430
H -2.928 0.337 0.714
H -0.481 -1.845 1.996
H 0.861 -1.275 1.036
*
```

- LUMO (eV) = 0.94
- orbital gap (eV) = 7.72
- relative energy (zero: lowest compared OMol25 entry of this formula, charge and spin) (kcal per mole) = 17.1

Here are the Löwdin charges for atoms 1 to 2, given in e: 0.043 0.110

***

Entry from the OMol25 dataset: a cluster of 7 separate species, C3H22N2O6S in total at a distorted geometry (ωB97M-V with the def2-TZVPD basis set).

The geometry in ORCA input format:
```
! wB97M-V def2-TZVPD RIJCOSX def2/J DEFGRID3
* xyz 0 1
N -1.803 -0.560 1.480
C -1.187 -1.249 0.360
C -0.065 -0.544 -0.364
N -0.509 0.660 -1.116
C 0.801 -1.406 -1.262
S -0.123 -2.696 -2.223
H -2.252 0.311 1.221
H -1.034 -0.264 2.078
H -1.952 -1.548 -0.358
H -0.826 -2.241 0.661
H 0.599 -0.087 0.377
H -1.168 1.172 -0.539
H -0.811 0.491 -2.062
H 1.376 -2.063 -0.645
H 1.397 -0.815 -1.948
H -0.604 -1.883 -3.177
O -1.963 0.239 -3.634
H -2.889 0.152 -3.382
H -1.974 0.396 -4.584
O 2.497 -0.862 1.972
H 2.932 -0.007 1.929
H 1.913 -0.797 2.733
O 2.457 -3.811 1.272
H 2.047 -3.095 1.765
H 3.133 -3.368 0.752
O 2.058 2.217 2.280
H 1.128 2.017 2.420
H 2.055 2.502 1.346
O 1.069 2.895 -0.196
H 1.204 3.767 -0.563
H 0.732 2.232 -0.820
O -2.462 2.665 1.180
H -2.469 3.369 1.832
H -3.309 2.211 1.216
*
```

- LUMO (eV) = 0.15
- orbital gap (eV) = 8.88
- relative energy (zero: lowest compared OMol25 entry of this formula, charge and spin) (kcal per mole) = 0.0

Here are the Löwdin charges for atoms 1 to 2, given in e: 0.020 -0.292

***

Entry from the OMol25 dataset: a cluster of 2 separate species, C3H7NO3 in total at a distorted geometry (ωB97M-V with the def2-TZVPD basis set).

The geometry in ORCA input format:
```
! wB97M-V def2-TZVPD RIJCOSX def2/J DEFGRID3
* xyz 1 2
C -1.259 -0.739 0.652
N -0.397 0.140 0.006
C 0.870 0.492 0.598
C 0.710 0.711 2.115
O -0.079 1.488 2.524
O -0.931 -1.462 1.553
H -2.251 -0.684 0.187
H -0.602 0.363 -0.981
H 1.498 -0.404 0.493
H 1.374 1.275 0.033
H 1.181 -0.030 2.777
H 0.287 0.163 -3.816
H -0.330 -1.117 -3.132
O -0.070 -0.197 -3.009
*
```

- LUMO (spin up / spin down) (eV) = -4.43 / -9.35
- orbital gap (spin up / spin down) (eV) = 11.58 / 5.85
- relative energy (zero: lowest compared OMol25 entry of this formula, charge and spin) (kcal per mole) = 31.6

Here are the Löwdin charges for atoms 1 to 2, given in e: -0.227 0.178

***

Entry from the OMol25 dataset: the ion C4H6BrN2O with charge +1 at a distorted geometry (ωB97M-V with the def2-TZVPD basis set).

The geometry in ORCA input format:
```
! wB97M-V def2-TZVPD RIJCOSX def2/J DEFGRID3
* xyz 1 1
C 0.168 -1.309 0.971
C 1.054 -0.308 -1.010
C -1.663 -0.034 0.472
C -0.630 0.972 0.031
N 1.134 -1.005 0.186
N 0.106 0.566 -1.147
O 0.258 1.306 1.040
Br -3.005 -0.557 -0.514
H 0.292 -1.807 1.898
H 1.848 -0.537 -1.740
H -1.190 1.846 -0.374
H 1.971 -1.474 0.296
H -0.193 1.142 -2.030
H -0.150 1.200 1.921
*
```

- LUMO (spin up / spin down) (eV) = -4.76 / -5.48
- orbital gap (spin up / spin down) (eV) = 8.25 / 6.34
- relative energy (zero: lowest compared OMol25 entry of this formula, charge and spin) (kcal per mole) = 129.0

Here are the Löwdin charges for atoms 1 to 2, given in e: 0.129 -0.050

***

Entry from the OMol25 dataset: the molecule C4H10N2O2 at a distorted geometry (ωB97M-V with the def2-TZVPD basis set).

The geometry in ORCA input format:
```
! wB97M-V def2-TZVPD RIJCOSX def2/J DEFGRID3
* xyz 0 1
H 1.321 -0.284 1.581
N 2.275 -0.191 1.332
C 2.294 -0.326 0.083
N 1.327 -0.658 -0.898
O 0.248 -1.238 -0.120
C -0.820 -0.409 -0.104
C -2.032 -1.168 0.459
O -0.627 0.828 0.601
C -0.232 2.021 -0.244
H 3.252 -0.070 -0.482
H 1.676 -1.209 -1.658
H -1.014 -0.127 -1.198
H -2.641 -1.769 -0.427
H -1.756 -1.934 1.378
H -2.835 -0.359 0.837
H -1.117 2.862 0.084
H 0.884 2.314 0.153
H -0.205 1.718 -1.377
*
```

- LUMO (eV) = 0.88
- orbital gap (eV) = 10.77
- relative energy (zero: lowest compared OMol25 entry of this formula, charge and spin) (kcal per mole) = 139.6

Here are the Löwdin charges for atoms 1 to 2, given in e: 0.021 0.125

***

Entry from the OMol25 dataset: the molecule C6H8N2 at a distorted geometry (ωB97M-V with the def2-TZVPD basis set).

The geometry in ORCA input format:
```
! wB97M-V def2-TZVPD RIJCOSX def2/J DEFGRID3
* xyz 0 1
C 0.942 0.644 -1.396
C -1.668 0.265 -0.585
C -0.937 -0.690 1.362
C 1.640 -0.230 0.598
C 0.229 -0.575 0.427
C -0.222 0.589 -0.468
H 2.946 0.390 -0.870
H 1.123 1.408 -2.152
H -2.434 0.847 -1.078
H -2.921 -0.454 0.884
H -1.099 -1.430 2.149
H 2.370 -0.770 1.159
H 0.165 -1.460 -0.255
H -0.139 1.485 0.226
N 1.962 0.304 -0.593
N -1.957 -0.322 0.591
*
```

- LUMO (eV) = 1.06
- orbital gap (eV) = 7.62
- relative energy (zero: lowest compared OMol25 entry of this formula, charge and spin) (kcal per mole) = 108.7

Here are the Löwdin charges for atoms 1 to 2, given in e: -0.098 -0.094